1:
Formula: C4H9NO3
Source: OMol25
Level of theory: ωB97M-V with the def2-TZVPD basis set

XYZ file:
```
17
Properties=species:S:1:pos:R:3:mulliken_charge:R:1
C 0.65 0.72 1.18 -0.2426
C 1.47 -0.47 0.95 -0.3879
C 0.04 -0.77 -1.09 0.7765
N -0.86 0.11 -1.55 -0.4403
C 0.17 -2.10 -1.19 -1.0942
O -0.82 2.08 0.10 -0.6397
O 1.08 -0.04 -0.39 -0.2324
O -1.89 1.84 1.07 -0.3824
H -2.08 2.74 1.37 0.3086
H -1.62 -0.28 -2.09 0.1880
H -1.01 1.02 -0.96 0.3495
H 1.13 1.69 1.23 0.2744
H -0.32 0.57 1.64 0.3465
H 2.55 -0.40 1.06 0.2194
H 1.04 -1.43 1.23 0.4171
H -0.58 -2.67 -1.71 0.2444
H 1.06 -2.61 -0.84 0.2951
```

HOMO-LUMO gap in eV: 7.83
Spin multiplicity: 1
HOMO energy in eV: -8.01
Charge: 0
LUMO in eV: -0.18



2:
Formula: C4H9NO3
Source: OMol25
Level of theory: ωB97M-V with the def2-TZVPD basis set

XYZ file:
```
17
Properties=species:S:1:pos:R:3:mulliken_charge:R:1
N -0.15 -2.11 0.21 -0.3665
C 0.89 -1.45 0.79 0.3324
O 1.92 -1.91 1.21 -0.5864
C 0.72 0.06 0.95 -0.5389
C 1.14 0.67 -0.49 -0.5222
C -0.15 0.87 -1.27 0.0475
O -0.52 1.97 -1.58 -0.4888
H -1.09 -1.80 0.26 0.2217
H -0.27 -3.09 0.18 0.2434
H 1.43 0.49 1.61 0.3303
H -0.35 0.39 1.12 0.3423
H 1.79 0.01 -1.10 0.3318
H 1.55 1.65 -0.33 0.3083
H -0.70 -0.05 -1.62 0.3473
O -2.75 1.51 0.24 -0.6208
H -2.76 2.33 -0.23 0.3096
H -3.29 0.94 -0.32 0.3090
```

HOMO-LUMO gap in eV: 10.18
Spin multiplicity: 1
HOMO energy in eV: -9.67
Charge: 0
LUMO in eV: 0.51



3:
Formula: C4H9NO3
Source: OMol25
Level of theory: ωB97M-V with the def2-TZVPD basis set

XYZ file:
```
17
Properties=species:S:1:pos:R:3:mulliken_charge:R:1
N 0.08 1.45 0.46 -0.6215
C -0.63 0.16 0.82 0.2506
C -0.73 0.13 2.34 -0.1175
O -1.13 -0.79 3.00 -0.4576
C -0.02 -1.11 0.25 -0.3942
C -0.91 -1.61 -0.92 -0.1252
O -0.57 -2.44 -1.68 -0.4197
H 1.09 1.38 0.74 0.2647
H -0.45 2.19 0.87 0.2431
H -1.64 0.34 0.37 0.1772
H -0.50 1.17 2.83 0.2295
H 1.06 -0.96 0.04 0.3391
H -0.02 -1.96 1.00 0.2969
H -1.90 -1.18 -1.02 0.3378
O 2.92 3.04 -3.40 -0.6335
H 3.62 2.40 -3.32 0.3146
H 2.12 2.72 -3.03 0.3157
```

HOMO-LUMO gap in eV: 10.33
Spin multiplicity: 1
HOMO energy in eV: -9.90
Charge: 0
LUMO in eV: 0.42



So which one is most stable? That would be 2, about 1.147 eV below the next structure.



1:
Formula: C4H9NO3
Source: OMol25
Level of theory: ωB97M-V with the def2-TZVPD basis set

XYZ file:
```
17
Properties=species:S:1:pos:R:3:mulliken_charge:R:1
C -0.46 -0.99 -1.01 -0.2473
O 0.14 -0.83 -2.13 -0.5503
C -0.48 0.41 0.04 0.1341
C -0.60 0.13 1.46 -0.6640
C 0.54 0.04 2.28 0.7534
O 0.23 0.20 3.62 -0.4703
O 1.74 -0.09 2.03 -0.6205
N 0.81 1.02 -0.31 -0.6401
H -1.49 -1.42 -1.06 0.3111
H 0.04 -1.65 -0.28 0.2761
H -1.19 1.18 -0.30 0.3808
H -0.43 0.32 -4.44 -0.2307
H -1.58 0.16 1.91 0.3964
H 0.82 -0.39 4.10 0.3503
H 1.45 0.68 0.43 0.2933
H -0.66 0.53 -5.12 0.2216
H 1.12 0.69 -1.22 0.3060
```

HOMO-LUMO gap in eV: 6.32
Spin multiplicity: 1
HOMO energy in eV: -9.44
Charge: 0
LUMO in eV: -3.13



2:
Formula: C4H9NO3
Source: OMol25
Level of theory: ωB97M-V with the def2-TZVPD basis set

XYZ file:
```
17
Properties=species:S:1:pos:R:3:mulliken_charge:R:1
C 1.88 -0.13 -1.17 -1.3767
C 0.83 -0.02 -0.05 0.6589
C 1.35 0.88 1.06 -0.2148
O 1.08 2.03 1.21 -0.4577
N -0.46 0.51 -0.53 -0.1240
C -1.29 -0.23 -1.29 -0.0014
O -2.45 0.08 -1.48 -0.5769
H 1.79 0.78 -1.75 0.3642
H 1.81 -1.06 -1.70 0.3899
H 2.86 -0.11 -0.69 0.3935
H 0.61 -0.95 0.46 -0.0438
H 2.04 0.39 1.78 0.3870
H -0.83 1.29 -0.05 0.1947
H -0.82 -1.10 -1.77 0.3721
O -0.90 -2.22 1.89 -0.6259
H -0.99 -1.82 1.02 0.3421
H -1.76 -2.56 2.15 0.3188
```

HOMO-LUMO gap in eV: 10.64
Spin multiplicity: 1
HOMO energy in eV: -10.10
Charge: 0
LUMO in eV: 0.54



3:
Formula: C4H9NO3
Source: OMol25
Level of theory: ωB97M-V with the def2-TZVPD basis set

XYZ file:
```
17
Properties=species:S:1:pos:R:3:mulliken_charge:R:1
N -1.14 -0.84 0.62 -0.6163
C -0.14 -0.91 -0.47 0.3294
C 0.49 -2.29 -0.55 -0.1271
O -0.12 -3.26 -0.19 -0.4614
C 0.87 0.22 -0.32 -0.8066
C 0.43 1.48 -1.03 0.0937
O 1.22 2.19 -1.59 -0.4895
H -0.74 -0.97 1.54 0.2517
H -1.82 -1.56 0.42 0.2516
H -0.61 -0.76 -1.46 0.3066
H 1.43 -2.30 -1.11 0.3004
H 1.01 0.49 0.74 0.3334
H 1.80 -0.11 -0.77 0.3015
H -0.63 1.81 -0.93 0.3424
O -0.34 2.43 1.82 -0.6469
H -1.13 2.86 1.51 0.3198
H -0.57 1.49 1.78 0.3174
```

HOMO-LUMO gap in eV: 10.17
Spin multiplicity: 1
HOMO energy in eV: -9.77
Charge: 0
LUMO in eV: 0.40



So which one is most stable? That would be 2, about 0.597 eV below the next structure.



1:
Formula: C4H9NO3
Source: OMol25
Level of theory: ωB97M-V with the def2-TZVPD basis set

XYZ file:
```
17
Properties=species:S:1:pos:R:3:mulliken_charge:R:1
N -0.91 -1.14 0.77 -0.7024
C 0.11 -0.59 -0.11 0.3983
C 0.00 0.94 -0.15 -0.9288
C 0.50 1.60 1.13 -0.4787
O -0.39 1.39 2.22 -0.5615
C 0.02 -1.12 -1.53 0.2783
O -1.02 -1.41 -2.05 -0.5602
O 1.21 -1.17 -2.14 -0.4380
H -1.82 -1.05 0.33 0.2336
H -0.76 -2.12 0.94 0.2457
H 1.07 -0.84 0.32 0.4605
H 0.54 1.33 -1.02 0.4191
H -1.03 1.23 -0.24 0.3031
H 0.65 2.67 1.03 0.3161
H 1.47 1.18 1.43 0.2766
H -0.75 0.50 2.14 0.3871
H 1.11 -1.39 -3.08 0.3510
```

HOMO-LUMO gap in eV: 10.57
Spin multiplicity: 1
HOMO energy in eV: -10.01
Charge: 0
LUMO in eV: 0.56



2:
Formula: C4H9NO3
Source: OMol25
Level of theory: ωB97M-V with the def2-TZVPD basis set

XYZ file:
```
17
Properties=species:S:1:pos:R:3:mulliken_charge:R:1
N -0.01 0.71 -2.13 -0.3222
C 0.81 -0.30 -1.76 0.3731
O 1.80 -0.61 -2.41 -0.6452
C 0.35 -1.12 -0.57 -0.7388
C 0.05 -0.40 0.73 0.2791
C 0.84 0.75 1.20 -0.2312
O -0.42 1.12 0.65 -0.5669
H 0.19 1.23 -2.97 0.2321
H -0.83 0.93 -1.57 0.2063
H -0.55 -1.68 -0.87 0.3092
H 1.13 -1.87 -0.38 0.3330
H -0.06 -1.14 1.53 0.2687
H 0.91 0.89 2.28 0.2637
H 1.68 1.09 0.58 0.2502
O -2.26 -0.11 1.70 -0.7450
H -1.69 0.84 1.42 0.4459
H -1.95 -0.33 2.58 0.2881
```

HOMO-LUMO gap in eV: 10.48
Spin multiplicity: 1
HOMO energy in eV: -9.81
Charge: 0
LUMO in eV: 0.67



So which one is most stable? That would be 1, about 2.674 eV below the next structure.



1:
Formula: C4H9NO3
Source: OMol25
Level of theory: ωB97M-V with the def2-TZVPD basis set

XYZ file:
```
17
Properties=species:S:1:pos:R:3:mulliken_charge:R:1
C -2.51 0.79 0.52 -0.7325
C -1.24 -0.87 -0.67 -0.2151
C 1.68 -0.43 0.81 -0.1036
C 2.06 0.47 -0.33 -0.3448
H -1.94 1.65 1.33 0.2554
H -3.11 -0.06 1.05 0.2746
H -3.19 1.16 -0.46 0.2289
H -2.06 -1.63 0.08 0.2493
H -1.33 -0.69 -2.01 0.2402
H 2.21 -0.35 1.72 0.4424
H 2.28 -0.16 -1.33 0.1372
H 3.03 0.81 -0.17 0.3781
H 0.26 0.99 -0.32 0.6057
N 0.55 -1.01 0.94 -0.3762
O -1.27 0.44 -0.06 -0.1770
O 0.09 -1.24 -0.63 -0.3072
O 1.19 1.50 -0.36 -0.5554
```

HOMO-LUMO gap in eV: 10.58
Spin multiplicity: 1
HOMO energy in eV: -9.84
Charge: 0
LUMO in eV: 0.74



2:
Formula: C4H9NO3
Source: OMol25
Level of theory: ωB97M-V with the def2-TZVPD basis set

XYZ file:
```
17
Properties=species:S:1:pos:R:3:mulliken_charge:R:1
O 1.40 -1.41 -0.60 -0.6598
C 1.02 -1.21 0.95 -0.3359
C -0.41 -0.78 1.19 -0.4555
N -1.09 0.12 0.16 -0.4048
C -0.84 -0.07 -1.26 -0.5444
C -0.42 1.16 -0.57 0.7915
O -1.11 2.36 -0.67 -0.5663
O 0.93 1.42 -0.42 -0.5276
H 1.78 -0.57 -0.87 0.3471
H 1.74 -0.48 1.31 0.2557
H 1.21 -2.21 1.32 0.3370
H -0.48 -0.23 2.13 0.3017
H -1.06 -1.65 1.21 0.2985
H -1.73 -0.11 -1.88 0.2449
H 0.08 -0.82 -1.45 0.2808
H -2.04 2.19 -0.53 0.3238
H 1.01 2.29 -0.02 0.3134
```

HOMO-LUMO gap in eV: 9.56
Spin multiplicity: 1
HOMO energy in eV: -8.86
Charge: 0
LUMO in eV: 0.69



3:
Formula: C4H9NO3
Source: OMol25
Level of theory: ωB97M-V with the def2-TZVPD basis set

XYZ file:
```
17
Properties=species:S:1:pos:R:3:mulliken_charge:R:1
N -0.04 1.57 -1.09 -0.5635
C 0.05 0.53 -0.17 0.2801
C -0.53 -0.83 -0.80 -1.0176
C 0.60 -1.45 -1.67 -0.4017
O 1.45 -2.40 -0.99 -0.5591
C -0.64 0.82 1.16 0.1998
O -1.54 0.35 1.80 -0.5555
O 0.37 1.52 1.86 -0.4770
H 0.03 2.53 -0.61 0.3341
H -1.01 1.49 -1.57 0.2870
H 1.17 0.22 0.25 0.2129
H -0.79 -1.59 -0.05 0.3988
H -1.47 -0.66 -1.19 0.5823
H 0.39 -1.94 -2.59 0.3809
H 1.24 -0.56 -1.90 0.2466
H 1.40 -2.35 0.03 0.3201
H 0.22 1.58 2.84 0.3315
```

HOMO-LUMO gap in eV: 10.19
Spin multiplicity: 1
HOMO energy in eV: -9.71
Charge: 0
LUMO in eV: 0.48



4:
Formula: C4H9NO3
Source: OMol25
Level of theory: ωB97M-V with the def2-TZVPD basis set

XYZ file:
```
17
Properties=species:S:1:pos:R:3:mulliken_charge:R:1
C -1.95 -0.90 -0.06 -0.5201
C -0.04 0.22 -0.09 0.0477
C -0.21 1.76 0.09 -0.9946
C 1.62 0.17 -0.22 0.1474
H -2.51 -1.09 -1.10 0.2634
H -2.36 0.14 0.74 0.2062
H -1.83 -1.66 0.75 0.2954
H -0.02 -0.05 1.06 0.3764
H 0.24 2.45 1.02 0.2953
H -1.35 1.98 0.47 0.2545
H -0.11 2.37 -0.84 0.2920
H 3.29 -1.26 -0.17 0.3032
H 0.31 -1.47 -0.46 0.5807
N 2.24 -1.07 0.16 -0.1656
O -0.81 -0.57 -0.81 -0.3439
O 2.26 1.15 -0.50 -0.5315
O 1.22 -2.17 -0.04 -0.5064
```

HOMO-LUMO gap in eV: 9.64
Spin multiplicity: 1
HOMO energy in eV: -9.04
Charge: 0
LUMO in eV: 0.60



So which one is most stable? That would be 3, about 1.133 eV below the next structure.